1.
# H8O4

H8O4 as an isolated structure (wB97M-V/def2-TZVPD, OMol25).

CARTESIAN COORDINATES (ANGSTROEM)
O -2.24 13.02 8.38
H -1.97 12.97 9.30
H -2.79 13.80 8.33
O -2.02 10.51 8.37
H -2.11 11.44 8.56
H -1.70 10.13 9.19
O -1.45 9.89 10.33
H -2.14 9.33 10.69
H -0.65 9.59 10.76
O -3.09 9.43 7.22
H -2.41 8.80 6.98
H -2.66 10.02 7.84

LUMO in eV: 0.0
E_tot in hartree: -305.56802
HOMO in eV: -7.972
Strongest force on any atom in eV/Å: 13.5
Orbital gap in eV: 7.98
Multiplicity: 1


2.
# H8O4

A 4-piece molecular cluster, H8O4 overall (wB97M-V/def2-TZVPD, OMol25).

CARTESIAN COORDINATES (ANGSTROEM)
O 1.59 -0.89 1.37
H 2.28 -1.58 1.39
H 0.86 -1.36 1.76
O -0.56 -0.95 -0.79
H -0.86 -0.30 -0.18
H 0.30 -1.15 -0.46
O -0.16 1.41 -2.64
H 0.47 1.68 -2.03
H -0.28 0.52 -2.27
O -1.24 0.91 0.91
H -0.53 1.24 1.44
H -1.89 0.46 1.49

LUMO in eV: 0.1
E_tot in hartree: -305.74409
SMILES: O.O.O.O
HOMO in eV: -10.665
Strongest force on any atom in eV/Å: 2.4
Orbital gap in eV: 10.81
Multiplicity: 1


3.
# H8O4

A 4-piece molecular cluster, H8O4 overall (wB97M-V/def2-TZVPD, OMol25).

CARTESIAN COORDINATES (ANGSTROEM)
O 4.77 5.96 25.32
H 4.23 6.70 25.47
H 5.71 6.24 25.33
O 4.10 10.93 23.73
H 3.39 11.30 24.25
H 4.14 10.00 23.95
O 1.11 8.96 24.86
H 0.26 9.34 24.91
H 0.74 8.09 25.12
O 3.75 8.61 25.07
H 4.23 8.95 25.75
H 2.87 8.89 25.28

LUMO in eV: 0.2
E_tot in hartree: -305.73344
SMILES: O.O.O.O
HOMO in eV: -10.912
Strongest force on any atom in eV/Å: 4.1
Orbital gap in eV: 11.07
Multiplicity: 1


4.
# H8O4

A 4-piece molecular cluster, H8O4 overall (wB97M-V/def2-TZVPD, OMol25).

CARTESIAN COORDINATES (ANGSTROEM)
O 0.81 1.49 0.61
H 1.06 2.31 1.04
H 1.60 0.96 0.63
O -2.08 -1.12 2.14
H -1.23 -0.81 1.83
H -1.87 -1.67 2.89
O -2.49 2.45 -2.45
H -2.56 1.98 -3.28
H -1.77 2.04 -1.99
O 2.90 -2.36 -0.13
H 2.46 -3.20 -0.28
H 3.17 -2.07 -1.01

LUMO in eV: 0.5
E_tot in hartree: -305.73896
SMILES: O.O.O.O
HOMO in eV: -11.339
Strongest force on any atom in eV/Å: 0.3
Orbital gap in eV: 11.81
Multiplicity: 1


5.
# H8O4Pd

H8O4Pd as an isolated structure (wB97M-V/def2-TZVPD, OMol25).

CARTESIAN COORDINATES (ANGSTROEM)
Pd -0.07 0.02 -0.02
O -0.28 -1.30 1.04
H -0.42 -2.20 0.68
H 0.26 -1.33 1.83
O -0.15 -0.76 -1.57
H 0.45 -0.73 -2.36
H -0.99 -1.01 -1.92
O -1.24 1.29 0.16
H -1.87 1.39 0.84
H -1.10 2.23 -0.13
O 1.42 0.74 0.37
H 2.20 0.44 -0.11
H 1.77 1.21 1.18

LUMO (alpha / beta) in eV: -8.3 / -9.6
⟨S²⟩: 2.002
E_tot in hartree: -432.58280
Total charge: +2
HOMO (alpha / beta) in eV: -18.563 / -18.191
Strongest force on any atom in eV/Å: 15.5
Orbital gap (alpha / beta) in eV: 10.31 / 8.56
Multiplicity: 3


6.
# H9NP6

One molecule with the formula H9NP6 (wB97M-V/def2-TZVPD, OMol25).

CARTESIAN COORDINATES (ANGSTROEM)
N 2.19 -1.30 0.37
P 1.84 1.75 -0.01
P 0.92 -1.44 -0.59
P -0.91 0.12 1.78
P -2.84 -0.29 -0.91
P 0.43 0.74 -1.26
P -1.44 1.12 -0.04
H 2.76 -2.14 0.28
H 1.46 2.88 -0.87
H 2.90 1.83 -0.92
H -0.42 -1.99 -0.29
H 1.11 -2.00 -1.80
H -1.72 0.76 2.56
H 0.15 1.00 1.87
H -2.47 -1.35 0.18
H -3.96 0.32 -0.36

LUMO in eV: 0.5
E_tot in hartree: -2108.14374
SMILES: N=[PH2]P(#[PH2])P(P)#[PH2]
HOMO in eV: -8.480
Strongest force on any atom in eV/Å: 3.8
Orbital gap in eV: 9.01
Multiplicity: 1


7.
# H9O4

H9O4 as an isolated structure (wB97M-V/def2-TZVPD, OMol25).

CARTESIAN COORDINATES (ANGSTROEM)
O 0.06 1.36 -0.15
H 0.93 0.89 -0.37
H 0.01 1.85 -0.99
H -1.03 0.92 0.12
O -1.80 0.50 1.08
H -2.67 0.16 0.84
H -1.14 -0.20 1.44
O -0.37 -1.60 1.19
H 0.34 -2.03 1.67
H -0.60 -2.00 0.35
O 1.84 0.18 -1.48
H 2.66 -0.25 -1.23
H 1.76 0.24 -2.47

LUMO in eV: -3.5
E_tot in hartree: -306.08510
Total charge: +1
HOMO in eV: -16.798
Strongest force on any atom in eV/Å: 1.7
Orbital gap in eV: 13.27
Multiplicity: 1